Molecular formula: C4H5Br2N
Method: DFT, ωB97M-V/def2-TZVPD

Each line ends with the natural charge from an NBO analysis.
CARTESIAN COORDINATES (ANGSTROEM)
C: -0.696 0.444 0.060  0.153
C: 0.735 -0.078 0.421  -0.260
C: 1.752 0.778 -0.192  -0.217
C: -1.800 -0.524 -0.249  -0.694
N: -0.508 1.671 0.204  -0.214
Br: 1.162 -2.160 -0.023  -0.193
Br: 3.512 0.996 0.272  0.178
H: 0.652 -0.209 1.511  0.253
H: 1.410 1.254 -1.102  0.224
H: -2.307 -0.340 -1.169  0.250
H: -2.595 -0.278 0.568  0.253
H: -1.316 -1.555 -0.301  0.267

gap between HOMO and LUMO (spin up / spin down) = 7.64 / 8.17 eV

---

Molecular formula: C3H4F7MgNO5S2V
Method: DFT, ωB97M-V/def2-TZVPD

Each line ends with the Löwdin spin population.
CARTESIAN COORDINATES (ANGSTROEM)
Mg: -0.719 1.085 -1.134  0.001
V: -2.196 -1.560 -3.486  2.970
C: -0.279 -2.147 1.039  0.000
F: -0.333 -2.735 2.212  0.000
F: 0.274 -2.949 0.140  0.000
F: -1.530 -1.821 0.621  0.000
S: 0.681 -0.573 1.241  0.000
O: -0.140 0.294 2.028  0.000
O: 1.946 -0.897 1.705  0.000
N: 0.629 0.048 -0.337  0.000
S: 1.952 -0.291 -1.191  0.000
O: 2.540 -1.552 -0.960  0.000
O: 1.560 0.053 -2.555  0.000
C: 3.232 0.963 -0.651  0.000
F: 2.881 1.456 0.530  0.000
F: 4.397 0.373 -0.560  0.000
F: 3.238 1.949 -1.539  0.000
F: -1.747 -0.249 -2.122  0.029
C: -3.024 1.175 0.858  0.000
O: -1.837 1.852 0.303  0.000
H: -3.824 1.899 0.977  0.000
H: -3.347 0.422 0.141  0.000
H: -2.769 0.682 1.790  0.000
H: -1.584 2.524 0.951  0.000

⟨S²⟩ = 3.753
gap between HOMO and LUMO (spin up / spin down) = 5.18 / 5.82 eV
total charge = +2
2S+1 = 4

---

Molecular formula: C20H56BF4O7
Method: DFT, ωB97M-V/def2-TZVPD

Each line ends with the Mulliken charge.
CARTESIAN COORDINATES (ANGSTROEM)
B: 0.240 -1.519 0.619  0.708
F: -0.373 -0.373 1.062  -0.530
F: -0.262 -2.598 1.300  -0.454
F: -0.127 -1.563 -0.721  -0.149
F: 1.544 -1.433 0.742  -0.355
C: 0.124 3.242 0.637  -1.213
C: 1.262 3.410 -0.393  0.423
C: 1.170 4.567 -1.434  -0.491
C: 1.438 5.959 -0.726  -0.790
C: 1.344 7.123 -1.763  -0.196
C: 1.348 8.507 -1.080  -1.235
H: -0.698 3.163 -0.037  0.298
H: 0.217 4.036 1.413  0.410
H: 0.252 2.204 1.044  0.204
H: 1.348 2.494 -0.913  -0.580
H: 2.198 3.512 0.208  0.449
H: 0.266 4.572 -2.112  0.188
H: 1.894 4.348 -2.204  0.371
H: 2.382 5.894 -0.348  0.440
H: 0.503 6.121 -0.149  0.242
H: 0.305 7.179 -2.322  0.237
H: 2.310 7.099 -2.423  0.233
H: 1.053 9.428 -1.776  0.283
H: 2.284 8.596 -0.604  0.362
H: 0.552 8.623 -0.344  0.343
C: -1.072 1.988 -3.861  -1.270
C: -0.839 1.012 -2.708  0.934
O: -0.957 -0.314 -3.011  -0.702
H: -2.127 1.697 -4.248  0.299
H: -0.330 1.846 -4.635  0.382
H: -0.679 3.077 -3.658  0.143
H: -1.580 1.318 -1.974  0.152
H: 0.249 1.237 -2.383  -0.390
H: -0.609 -1.002 -2.341  0.410
C: -2.442 -2.463 5.812  -1.790
C: -1.636 -2.022 4.558  0.005
O: -1.643 -3.006 3.550  -0.577
H: -3.421 -2.922 5.575  0.286
H: -2.577 -1.795 6.428  0.701
H: -1.976 -2.938 6.579  0.471
H: -0.653 -1.917 4.804  0.197
H: -1.935 -1.106 4.209  0.361
H: -1.344 -2.763 2.688  0.360
C: -3.330 -5.776 -0.040  -1.498
C: -2.287 -4.945 0.665  -0.215
O: -1.599 -4.310 -0.401  -0.491
H: -3.976 -6.371 0.605  0.415
H: -2.920 -6.279 -0.891  0.308
H: -4.134 -5.326 -0.490  0.419
H: -1.596 -5.551 1.225  0.452
H: -2.584 -4.292 1.399  0.366
H: -1.148 -3.881 0.067  0.254
C: 3.071 -0.372 -2.446  -0.779
C: 3.183 0.914 -3.448  0.081
O: 4.471 1.054 -3.827  -0.476
H: 3.015 -1.336 -2.950  0.311
H: 1.895 -0.202 -2.096  -0.064
H: 3.596 -0.305 -1.555  0.395
H: 2.922 1.707 -2.743  -0.193
H: 2.508 0.800 -4.137  0.459
H: 4.578 1.658 -4.393  0.245
C: 1.713 -6.103 -0.907  -0.882
C: 2.129 -4.734 -0.616  0.190
O: 1.530 -4.028 -1.667  -0.566
H: 2.039 -6.838 -0.100  0.340
H: 2.274 -6.600 -1.807  0.254
H: 0.551 -6.290 -1.012  0.103
H: 3.184 -4.352 -0.684  0.269
H: 1.920 -4.257 0.482  -0.005
H: 0.903 -3.286 -1.238  0.211
C: -4.751 -0.219 -0.800  -1.961
C: -3.633 -1.140 -0.346  0.633
O: -3.785 -2.327 -1.088  -0.576
H: -5.562 -0.701 -0.296  0.485
H: -4.811 -0.285 -1.919  0.299
H: -4.758 0.531 -0.214  0.671
H: -3.606 -1.220 0.652  0.361
H: -2.749 -0.572 -0.586  -0.231
H: -3.140 -2.941 -0.899  0.282
C: 2.771 1.019 4.637  -2.000
C: 1.747 0.303 3.647  0.226
O: 0.457 0.879 3.661  -0.634
H: 3.591 0.469 4.558  0.517
H: 2.484 1.144 5.537  0.561
H: 2.945 1.892 4.216  0.480
H: 1.860 -0.627 3.873  0.413
H: 1.963 0.141 2.576  0.078
H: 0.063 0.420 2.736  0.321

gap between HOMO and LUMO = 9.55 eV
total charge = -1

---

Molecular formula: C21H33N3O3
Method: DFT, ωB97M-V/def2-TZVPD

Each line ends with the natural charge from an NBO analysis.
CARTESIAN COORDINATES (ANGSTROEM)
O: 2.905 0.492 -2.931  -0.643
C: 3.396 0.840 -1.877  0.690
N: 4.591 0.374 -1.447  -0.623
C: 5.325 -0.665 -2.122  -0.240
C: 5.299 -1.973 -1.321  0.091
C: 3.885 -2.573 -1.158  -0.444
C: 3.698 -2.692 0.359  -0.429
C: 5.137 -2.592 0.871  -0.064
O: 5.785 -1.705 -0.012  -0.540
C: 2.783 1.873 -0.932  -0.309
C: 2.324 1.226 0.378  -0.387
C: 1.104 0.345 0.134  -0.226
N: 0.003 1.145 -0.368  -0.457
C: -1.262 0.410 -0.287  -0.038
C: -2.349 0.909 -1.238  -0.408
C: -3.647 0.140 -1.008  -0.214
N: -4.113 0.321 0.351  -0.429
C: -5.430 -0.260 0.559  -0.258
C: -5.984 0.127 1.889  0.270
C: -6.218 1.349 2.447  -0.303
C: -6.742 1.100 3.740  -0.312
C: -6.788 -0.252 3.870  0.076
O: -6.328 -0.850 2.756  -0.402
C: -3.135 -0.202 1.284  -0.230
C: -1.818 0.548 1.136  -0.394
C: 0.364 1.672 -1.675  -0.227
C: 1.585 2.584 -1.561  -0.397
H: 4.929 0.612 -0.528  0.403
H: 6.364 -0.346 -2.250  0.201
H: 4.864 -0.817 -3.100  0.239
H: 5.966 -2.699 -1.812  0.171
H: 3.137 -1.925 -1.610  0.227
H: 3.830 -3.547 -1.641  0.214
H: 3.223 -3.623 0.656  0.216
H: 3.107 -1.860 0.741  0.203
H: 5.222 -2.181 1.878  0.192
H: 5.625 -3.578 0.842  0.159
H: 3.567 2.609 -0.716  0.222
H: 3.124 0.634 0.829  0.199
H: 2.043 2.013 1.080  0.216
H: 0.807 -0.124 1.075  0.204
H: 1.365 -0.461 -0.579  0.165
H: -1.092 -0.663 -0.508  0.164
H: -2.532 1.968 -1.052  0.210
H: -2.052 0.771 -2.278  0.214
H: -4.415 0.520 -1.688  0.201
H: -3.486 -0.931 -1.240  0.159
H: -5.416 -1.364 0.497  0.184
H: -6.086 0.119 -0.232  0.215
H: -6.034 2.299 1.992  0.231
H: -7.042 1.828 4.465  0.227
H: -7.114 -0.888 4.668  0.201
H: -3.521 -0.070 2.298  0.213
H: -2.966 -1.285 1.120  0.157
H: -1.982 1.606 1.335  0.213
H: -1.109 0.169 1.872  0.203
H: -0.460 2.272 -2.060  0.203
H: 0.584 0.867 -2.395  0.191
H: 1.325 3.443 -0.940  0.208
H: 1.850 2.938 -2.558  0.223

gap between HOMO and LUMO = 9.15 eV
SMILES string = O=C(NC[C@@H]1CCCO1)C1CCN(C2CCN(Cc3ccco3)CC2)CC1

---

Energy values, unit Eh, following the record order: -5358.0540 -3186.5255 -1746.4334 -1209.9853.
Energy relative to the best compared isomer or geometry (same formula, charge and spin) values, unit eV, following the record order: 3.0394 0.0000 3.8368 2.0979.